No. 1
AgH14O11P | ωB97M-V/def2-TZVPD

Calculated values
E_tot   -1323.8436 Eh
Frontier orbital gap   0.10662 Ha
Energy relative to the best compared isomer or geometry (same formula, charge and spin)   316.4 kcal/mol
HOMO level   1.7 eV
Total charge   -2

XYZ file:
```
27
AgH14O11P, DFT ωB97M-V/def2-TZVPD
Ag 0.330 0.474 0.150
P -1.671 -1.485 -0.743
O -0.994 -1.100 0.531
O -1.808 0.030 -0.468
O -2.174 -2.305 0.433
O -3.105 -1.055 -0.765
O 1.307 2.496 -1.331
H 1.427 3.454 -1.301
H 2.197 2.166 -1.312
O 1.495 -0.527 -1.834
H 1.920 -1.365 -1.833
H 1.507 -0.234 -2.747
O -1.551 1.421 1.529
H -1.390 2.272 1.115
H -1.582 0.794 0.769
O -1.045 1.287 -2.438
H -0.141 1.498 -2.216
H -1.302 0.780 -1.658
O 1.250 -1.837 1.208
H 0.304 -1.678 0.898
H 1.329 -1.428 2.049
O -1.371 -1.327 2.941
H -1.148 -1.267 1.944
H -1.923 -2.123 2.906
O 2.550 0.706 0.655
H 2.323 0.062 1.345
H 3.275 0.295 0.168
```

***

No. 2
AgH16O8 | ωB97M-V/def2-TZVPD

Calculated values
E_tot   -758.2294 Eh
Frontier orbital gap   0.36584 Ha
Energy relative to the best compared isomer or geometry (same formula, charge and spin)   15.0 kcal/mol
HOMO level   -13.5 eV
Total charge   +1

XYZ file:
```
25
AgH16O8, DFT ωB97M-V/def2-TZVPD
Ag 15.891 -11.430 -14.962
O 14.775 -10.545 -13.102
H 14.213 -11.062 -12.543
H 15.216 -9.916 -12.507
O 13.471 -9.029 -14.901
H 13.657 -9.736 -15.530
H 13.738 -9.439 -14.105
O 14.726 -10.587 -16.748
H 14.111 -11.057 -17.312
H 15.121 -9.901 -17.286
O 17.226 -9.321 -14.773
H 17.958 -9.316 -14.153
H 17.304 -8.459 -15.142
O 17.720 -12.478 -16.172
H 17.774 -13.275 -15.667
H 18.608 -12.406 -16.523
O 17.657 -11.858 -13.225
H 17.691 -11.037 -12.730
H 18.478 -11.846 -13.722
O 14.982 -13.783 -15.515
H 14.624 -14.198 -16.208
H 14.981 -14.391 -14.815
O 17.574 -9.462 -17.583
H 17.709 -9.808 -16.647
H 16.802 -8.911 -17.602
```

***

> Which formula does entry 2 have?

AgH16O8